# 1
DFT (wB97M-V/def2-TZVPD) results for one molecule with the formula C26H27N3O4.

Each line ends with the Mulliken charge.
Atoms and positions in Å:
O 6.1839 0.4505 0.7851  -0.66
C 5.0403 0.4361 0.3725  -0.03
N 4.2090 -0.5778 0.7601  -0.11
N 2.9367 -0.9097 0.4562  -0.46
C 2.3728 -0.5995 -0.6454  -0.72
C 0.9743 -0.9061 -0.8391  0.73
C 0.2573 -0.3211 -1.8872  -1.06
C -1.1055 -0.4746 -1.9859  -0.56
C -1.8240 -1.2263 -1.0423  1.27
N -3.2005 -1.2546 -1.0843  0.06
C -3.9161 -1.4155 -2.3332  -0.66
C -4.2710 -2.8980 -2.5322  -0.61
O -5.0274 -3.3993 -1.4542  -0.41
C -4.3352 -3.2557 -0.2320  -0.46
C -3.9844 -1.7827 0.0120  -0.48
C -1.0896 -1.8648 -0.0315  0.05
C 0.2716 -1.7073 0.0649  -1.15
C 4.5104 1.5090 -0.5200  0.16
C 5.1947 1.7891 -1.6937  -0.26
C 4.7812 2.8140 -2.5260  -0.80
C 3.6911 3.5820 -2.1617  -0.74
C 3.0148 3.3358 -0.9780  -0.94
C 3.4144 2.3021 -0.1397  1.73
O 2.8332 1.9928 1.0544  -0.36
C 1.6845 2.6937 1.4782  -1.00
C 0.4292 2.2912 0.6731  0.33
O -0.7461 2.2445 1.4434  -0.48
C -1.0124 1.1252 2.1847  0.59
C -0.0935 0.1288 2.4904  0.05
C -0.4914 -0.9538 3.2587  -0.85
C -1.7900 -1.0622 3.7187  -0.63
C -2.7057 -0.0672 3.4122  -0.49
C -2.3215 1.0196 2.6545  -0.51
H 4.5838 -1.1503 1.5108  0.28
H 2.8673 -0.0455 -1.4470  0.41
H 0.7780 0.2949 -2.6076  0.35
H -1.6294 0.0334 -2.7809  0.40
H -3.3166 -1.0738 -3.1740  0.34
H -4.8381 -0.8259 -2.2855  0.32
H -4.8862 -3.0341 -3.4231  0.40
H -3.3399 -3.4777 -2.6395  0.30
H -5.0038 -3.6350 0.5420  0.39
H -3.4163 -3.8618 -0.2511  0.29
H -3.4608 -1.6431 0.9567  0.04
H -4.9173 -1.2077 0.0469  0.36
H -1.5859 -2.4912 0.6923  0.37
H 0.8236 -2.2023 0.8469  0.47
H 6.0521 1.1839 -1.9464  0.45
H 5.3103 3.0148 -3.4443  0.42
H 3.3598 4.3899 -2.7970  0.42
H 2.1806 3.9651 -0.7141  0.40
H 1.5502 2.4013 2.5228  0.47
H 1.8499 3.7764 1.4465  0.39
H 0.2136 3.0234 -0.1099  0.32
H 0.6156 1.3207 0.1984  -0.17
H 0.9251 0.1733 2.1403  0.31
H 0.2314 -1.7197 3.4973  0.41
H -2.0890 -1.9119 4.3140  0.41
H -3.7241 -0.1394 3.7651  0.43
H -3.0188 1.8044 2.4073  0.46

Calculated values
HOMO (eV): -7.460
Orbital gap (eV): 7.9
Structure (SMILES): O=C(N/N=C/c1ccc(N2CCOCC2)cc1)c1ccccc1OCCOc1ccccc1

=====

# 2
DFT (wB97M-V/def2-TZVPD) results for an isolated ion of composition C5H12NO2 and charge -1 in a non-equilibrium geometry.

Each line ends with the Mulliken charge.
Atoms and positions in Å:
N -0.8133 0.6908 -1.5907  -0.70
C 0.1998 -0.0609 -0.8034  0.66
C 1.0604 -0.9348 -1.7498  -0.50
O 2.1417 -0.1502 -2.0993  -0.55
C -0.3632 -0.8533 0.4121  -1.80
C -1.0710 0.0478 1.5552  -0.48
C -0.0827 0.9987 2.2354  -0.37
O -0.4780 1.1168 3.5117  -0.91
H -1.6291 0.1705 -1.9241  0.23
H -0.2817 1.0104 -2.4031  0.28
H 0.8042 0.7623 -0.2397  0.11
H 1.1294 -1.9605 -1.4188  0.31
H 0.5216 -1.0638 -2.7273  0.26
H 2.3085 0.5923 -1.3724  0.42
H -1.0250 -1.6132 0.2027  0.62
H 0.3520 -1.3501 0.8988  0.59
H -1.7277 -0.5234 2.3797  0.29
H -1.9401 0.5448 1.2400  0.34
H 0.9298 0.6046 2.2184  0.13
H -0.0359 1.9711 1.6745  0.07

Calculated values
HOMO (eV): -1.982
Net charge: -1
Orbital gap (eV): 5.3
Structure (SMILES): N[C@H](CO)CCC[O-]

=====

# 3
DFT (wB97M-V/def2-TZVPD) results for one molecule with the formula C2H4N4.

Each line ends with the Mulliken charge.
Atoms and positions in Å:
C 0.3227 -0.9908 1.3977  -0.57
N -0.0182 -0.2844 0.2998  0.69
N -1.0476 -0.3956 -0.5278  -0.79
C -0.8461 0.6167 -1.4078  0.04
N 0.2284 1.3398 -1.1978  -0.56
N 0.7446 0.7410 -0.1104  -0.02
H -0.5010 -1.4634 1.9020  0.25
H 1.3405 1.1748 0.5753  0.30
H 1.2697 -1.5089 1.3298  0.25
H -1.4930 0.7707 -2.2608  0.42

Calculated values
HOMO (alpha / beta) (eV): -7.586 / -7.586
Orbital gap (alpha / beta) (eV): 8.0 / 8.0

=====

# 4
DFT (wB97M-V/def2-TZVPD) results for a 2-piece molecular cluster, C4H12BrN3S2 overall in a non-equilibrium geometry.

Each line ends with the Mulliken charge.
Atoms and positions in Å:
C 0.3873 -2.3169 0.8448  -0.54
C -2.0890 -1.2749 -1.6845  -0.89
C -1.2186 3.4948 -0.3650  -0.62
C 3.0960 0.7080 0.2117  -0.07
N -0.3836 -0.1284 1.2056  -0.26
N -0.5696 -1.3117 0.5017  0.11
N -0.4994 0.9570 0.3541  -0.28
S -2.1337 -1.6357 0.0491  -0.10
S -1.4827 2.1987 0.6792  0.13
Br 3.9655 -0.9493 0.1117  -0.16
H 0.4702 -2.2752 1.9583  0.29
H -0.0165 -3.2435 0.6109  0.36
H 1.3991 -1.9948 0.4207  -0.02
H -2.9845 -1.4546 -2.1737  0.40
H -1.3171 -1.6758 -2.2685  0.32
H -2.0627 -0.1230 -2.0336  0.19
H -0.5136 3.3134 -1.1613  0.30
H 3.1119 1.3470 -0.6594  0.31
H -1.5070 4.5350 -0.0424  0.27
H 3.3610 1.3023 1.0032  0.34
H 2.0329 0.4608 0.3326  -0.36
H -1.0459 0.0667 2.1047  0.29

Calculated values
HOMO (alpha / beta) (eV): -7.799 / -7.773
Orbital gap (alpha / beta) (eV): 7.7 / 7.6

=====

What did the fourth record say?
DFT (wB97M-V/def2-TZVPD) results for a 2-piece molecular cluster, C4H12BrN3S2 overall in a non-equilibrium geometry.

Each line ends with the Mulliken charge.
Atoms and positions in Å:
C 0.3873 -2.3169 0.8448  -0.54
C -2.0890 -1.2749 -1.6845  -0.89
C -1.2186 3.4948 -0.3650  -0.62
C 3.0960 0.7080 0.2117  -0.07
N -0.3836 -0.1284 1.2056  -0.26
N -0.5696 -1.3117 0.5017  0.11
N -0.4994 0.9570 0.3541  -0.28
S -2.1337 -1.6357 0.0491  -0.10
S -1.4827 2.1987 0.6792  0.13
Br 3.9655 -0.9493 0.1117  -0.16
H 0.4702 -2.2752 1.9583  0.29
H -0.0165 -3.2435 0.6109  0.36
H 1.3991 -1.9948 0.4207  -0.02
H -2.9845 -1.4546 -2.1737  0.40
H -1.3171 -1.6758 -2.2685  0.32
H -2.0627 -0.1230 -2.0336  0.19
H -0.5136 3.3134 -1.1613  0.30
H 3.1119 1.3470 -0.6594  0.31
H -1.5070 4.5350 -0.0424  0.27
H 3.3610 1.3023 1.0032  0.34
H 2.0329 0.4608 0.3326  -0.36
H -1.0459 0.0667 2.1047  0.29

Calculated values
HOMO (alpha / beta) (eV): -7.799 / -7.773
Orbital gap (alpha / beta) (eV): 7.7 / 7.6